C14H40N6O7 | ωB97M-V with the def2-TZVPD basis set

Summary:
LUMO energy ... 0.01054 Ha
SMILES ... COCCNCCOC.COCCNCCOC.NC(N)=O.NC(N)=O.O
Orbital gap ... 8.9 eV
HOMO ... -8.60 eV

Cartesian coordinates (Å):
C -3.44 1.61 -2.67
O -4.43 1.90 -3.32
N -2.68 0.50 -2.90
N -2.98 2.39 -1.63
H -1.97 0.18 -2.26
H -2.92 -0.09 -3.67
H -3.49 3.20 -1.34
H -2.12 2.12 -1.18
C 0.00 3.25 1.38
O 0.08 2.02 1.32
N -1.19 3.89 1.56
N 1.12 4.03 1.27
H -1.27 4.88 1.69
H -2.02 3.34 1.43
H 2.00 3.55 1.24
H 1.13 5.03 1.23
C 0.85 -0.83 4.83
O -0.34 -1.25 4.21
C -0.73 -0.37 3.16
C -1.92 -0.96 2.45
N -1.47 -1.99 1.51
C -2.57 -2.77 0.94
C -3.53 -1.96 0.07
O -4.55 -1.39 0.84
C -5.40 -0.57 0.05
H 1.68 -0.85 4.12
H 1.08 -1.56 5.60
H 0.73 0.16 5.29
H 0.09 -0.21 2.46
H -1.01 0.59 3.62
H -2.50 -0.19 1.94
H -2.63 -1.37 3.18
H -0.91 -2.66 2.01
H -3.18 -3.25 1.72
H -2.21 -3.59 0.32
H -3.95 -2.62 -0.71
H -2.97 -1.17 -0.46
H -5.94 -1.19 -0.68
H -4.82 0.18 -0.48
H -6.11 -0.12 0.74
C 1.05 -2.50 -0.82
O 2.39 -2.09 -0.63
C 3.22 -2.44 -1.71
C 4.65 -2.06 -1.33
N 4.86 -0.64 -1.10
C 4.72 0.22 -2.26
C 4.57 1.66 -1.82
O 3.45 1.86 -0.98
C 2.23 1.89 -1.69
H 0.96 -3.54 -1.14
H 0.67 -1.92 -1.69
H 0.40 -2.13 -0.04
H 2.91 -1.92 -2.63
H 3.13 -3.52 -1.90
H 5.32 -2.43 -2.11
H 4.87 -2.58 -0.40
H 4.19 -0.33 -0.39
H 3.89 -0.04 -2.93
H 5.63 0.16 -2.86
H 4.50 2.30 -2.72
H 5.44 1.98 -1.24
H 2.34 2.50 -2.60
H 1.47 2.31 -1.03
H 1.90 0.88 -1.96
O -0.77 0.17 -0.69
H -1.11 -0.49 -0.05
H -0.37 0.85 -0.14